No. 1
C31H49O26PS | ωB97M-V/def2-TZVPD

Spin multiplicity = 1
Kohn-Sham gap = 6.79 eV
Charge = 0
SMILES string = CCOCCO[C@@H]1C[C@@H](P(C)C)OS(=O)(=O)C1.O=C1OCCO1.O=C1OCCO1.O=C1OCCO1.O=C1OCCO1.O=C1OCCO1.O=C1OCCO1.O=C1OCCO1

Last column: Löwdin charge in e.
Atoms and positions in Å:
C -2.98 1.88 0.97  -0.04
C -1.55 1.62 1.57  -0.25
O -0.63 1.32 0.54  -0.15
C 0.54 0.67 1.02  -0.17
C 1.46 1.54 1.92  -0.17
O 2.34 2.38 1.20  -0.09
C 1.68 3.47 0.60  -0.37
C 2.71 4.23 -0.26  -0.13
C 2.16 5.38 -1.14  -0.45
P 1.22 4.79 -2.72  0.96
C 0.92 2.94 -2.67  -0.28
C -0.34 5.78 -2.94  -0.31
O 1.44 6.42 -0.41  -0.26
S 0.33 5.83 0.63  0.72
O -0.14 6.86 1.60  -0.32
O -0.84 5.19 0.00  -0.31
C 1.13 4.52 1.65  -0.12
H -3.22 2.96 1.07  0.07
H -3.03 1.64 -0.11  0.07
H -3.69 1.31 1.59  0.07
H -1.26 2.59 2.03  0.10
H -1.61 0.87 2.37  0.10
H 0.21 -0.18 1.65  0.10
H 1.12 0.20 0.20  0.12
H 0.86 2.07 2.69  0.12
H 2.10 0.84 2.49  0.13
H 0.81 3.19 -0.02  0.11
H 3.48 4.65 0.43  0.14
H 3.26 3.54 -0.92  0.09
H 3.05 5.88 -1.55  0.11
H 0.70 2.60 -3.69  0.01
H 0.11 2.63 -1.98  0.04
H 1.86 2.41 -2.37  0.02
H -0.12 6.84 -2.69  0.04
H -0.57 5.76 -4.02  0.01
H -1.23 5.39 -2.42  0.03
H 1.97 4.90 2.24  0.12
H 0.34 4.08 2.28  0.09
O -0.76 3.54 -4.96  0.12
C -1.00 3.02 -6.00  -0.55
O -0.08 2.41 -6.79  0.07
C -0.79 1.71 -7.81  -0.12
C -2.10 2.45 -7.88  -0.13
O -2.24 2.95 -6.55  0.07
H -0.25 1.73 -8.75  0.13
H -0.91 0.68 -7.50  0.11
H -2.06 3.29 -8.57  0.13
H -2.93 1.80 -8.14  0.13
O 2.17 -2.26 -3.79  0.16
C 2.07 -2.30 -2.60  -0.57
O 0.89 -2.17 -1.94  0.07
C 1.13 -2.49 -0.57  -0.13
C 2.61 -2.23 -0.42  -0.11
O 3.10 -2.47 -1.74  0.06
H 0.52 -1.88 0.09  0.07
H 0.88 -3.54 -0.40  0.14
H 2.82 -1.19 -0.15  0.12
H 3.08 -2.89 0.30  0.13
O -0.95 -1.97 0.92  0.11
C -1.47 -2.32 1.94  -0.52
O -1.83 -3.60 2.20  0.08
C -2.20 -3.67 3.58  -0.12
C -2.59 -2.25 3.89  -0.10
O -1.78 -1.51 2.97  0.06
H -3.03 -4.36 3.73  0.14
H -1.34 -4.00 4.17  0.11
H -3.64 -2.04 3.68  0.14
H -2.37 -1.97 4.92  0.12
O -2.69 -0.24 -6.75  0.14
C -2.72 -0.36 -5.56  -0.55
O -3.85 -0.42 -4.82  0.07
C -3.47 -0.80 -3.50  -0.11
C -2.03 -0.37 -3.43  -0.10
O -1.62 -0.47 -4.79  0.08
H -4.10 -0.29 -2.76  0.13
H -3.60 -1.88 -3.39  0.13
H -1.92 0.67 -3.09  0.14
H -1.43 -1.01 -2.79  0.13
O 3.81 2.36 -2.59  0.12
C 4.32 1.50 -3.24  -0.54
O 5.53 1.61 -3.84  0.08
C 5.89 0.30 -4.31  -0.12
C 4.55 -0.38 -4.43  -0.13
O 3.77 0.29 -3.45  0.07
H 6.42 0.36 -5.25  0.13
H 6.53 -0.17 -3.56  0.13
H 4.10 -0.23 -5.41  0.14
H 4.60 -1.44 -4.23  0.13
O 0.28 -5.24 5.26  0.16
C -0.21 -6.30 5.00  -0.56
O 0.45 -7.31 4.38  0.07
C -0.37 -8.47 4.45  -0.12
C -1.75 -7.89 4.62  -0.12
O -1.49 -6.65 5.28  0.05
H -0.28 -9.07 3.54  0.13
H -0.06 -9.07 5.31  0.13
H -2.24 -7.68 3.66  0.13
H -2.40 -8.52 5.22  0.13
O -2.40 -4.02 6.71  0.16
C -1.94 -3.31 7.54  -0.56
O -0.79 -2.61 7.39  0.06
C -0.69 -1.72 8.50  -0.12
C -1.53 -2.39 9.55  -0.12
O -2.49 -3.11 8.76  0.07
H 0.35 -1.60 8.81  0.14
H -1.08 -0.74 8.21  0.13
H -0.96 -3.10 10.15  0.14
H -2.02 -1.68 10.21  0.13

---

No. 2
C7H15OS | ωB97M-V/def2-TZVPD

Spin multiplicity = 1
Kohn-Sham gap = 9.58 eV
Energy above the lowest of the compared OMol25 structures with the same formula, charge and spin = 0.687 eV
Charge = +1

Last column: natural (NBO) charge in e.
Atoms and positions in Å:
C 2.81 0.90 0.89  -0.78
C -3.25 -0.30 0.28  -0.46
C -2.85 1.08 0.28  -0.26
C -1.96 -1.15 0.14  -0.07
C -1.61 1.17 -0.12  0.11
C 1.38 0.73 -1.31  -0.81
C 1.75 -1.51 0.22  -0.85
O -1.01 -0.06 -0.30  -0.60
S 1.20 0.16 0.38  0.96
H 3.70 0.21 0.40  0.24
H 3.05 0.86 1.91  0.25
H -3.79 -0.64 1.22  0.23
H -3.97 -0.59 -0.52  0.23
H -3.54 1.87 0.37  0.25
H 2.88 1.97 0.51  0.26
H -1.71 -1.56 1.17  0.20
H -1.98 -1.88 -0.65  0.21
H -0.86 1.95 -0.25  0.20
H 0.62 0.19 -1.92  0.29
H 2.50 0.66 -1.61  0.27
H 0.99 1.85 -1.48  0.28
H 2.45 -1.95 1.08  0.30
H 2.32 -1.79 -0.71  0.27
H 0.87 -2.19 0.03  0.27

---

No. 3
C3H9N2O | ωB97M-V/def2-TZVPD

Spin multiplicity = 1
Kohn-Sham gap = 9.92 eV
Energy above the lowest of the compared OMol25 structures with the same formula, charge and spin = 3.157 eV
Charge = +1

Last column: natural (NBO) charge in e.
Atoms and positions in Å:
C 1.32 -0.85 0.82  0.38
C 0.04 -0.17 -1.15  -0.25
C -0.96 1.49 -0.76  0.00
N 1.18 -1.14 2.11  -0.72
N 0.23 -0.73 0.12  -0.48
O -2.17 1.10 -0.22  -0.73
H 2.13 -0.61 0.29  0.22
H -0.62 -0.86 -1.65  0.23
H 1.03 0.13 -1.41  0.21
H -1.07 1.97 -1.83  0.20
H -0.43 1.96 -0.04  0.16
H 2.00 -1.29 2.63  0.42
H 0.36 -1.53 2.54  0.43
H -0.72 -0.89 0.52  0.43
H -2.76 1.81 -0.46  0.50

---

No. 4
C10H16O | ωB97M-V/def2-TZVPD

Spin multiplicity = 1
Kohn-Sham gap = 9.22 eV
Energy above the lowest of the compared OMol25 structures with the same formula, charge and spin = 1.038 eV
Charge = 0
SMILES string = Cc1ccc(O)cc1.CCC

Last column: natural (NBO) charge in e.
Atoms and positions in Å:
C 0.12 -2.76 -1.29  -0.63
C -0.27 -2.20 0.06  -0.05
C 0.13 -0.93 0.45  -0.18
C -0.41 -0.29 1.55  -0.31
C -1.32 -0.98 2.33  0.30
O -1.93 -0.43 3.43  -0.67
C -1.68 -2.29 2.04  -0.27
C -1.15 -2.88 0.91  -0.18
H -0.23 -3.79 -1.37  0.21
H 1.20 -2.78 -1.43  0.22
H -0.42 -2.20 -2.06  0.22
H 0.76 -0.40 -0.26  0.21
H -0.07 0.71 1.79  0.21
H -1.75 0.51 3.49  0.48
H -2.40 -2.79 2.66  0.23
H -1.49 -3.86 0.57  0.21
C -0.22 2.68 -0.68  -0.62
C 1.31 2.57 -0.65  -0.41
C 1.94 2.21 -2.02  -0.61
H -0.49 3.71 -0.44  0.21
H -0.70 2.00 0.02  0.21
H -0.63 2.39 -1.65  0.21
H 1.75 3.52 -0.34  0.20
H 1.64 1.82 0.05  0.19
H 1.20 1.84 -2.73  0.20
H 2.32 3.11 -2.51  0.20
H 2.78 1.52 -1.92  0.21

---

No. 5
C2H2N4 | ωB97M-V/def2-TZVPD

Spin multiplicity = 1
Kohn-Sham gap = 9.23 eV
Energy above the lowest of the compared OMol25 structures with the same formula, charge and spin = 5.587 eV
Charge = 0

Last column: natural (NBO) charge in e.
Atoms and positions in Å:
C -1.61 -0.25 -0.11  0.01
N -1.01 0.80 -0.20  -0.10
N -0.14 1.68 -0.08  -0.08
N 1.16 1.05 -0.34  -0.40
C 1.08 -0.10 0.11  0.61
N 0.83 -1.21 0.56  -0.66
H -2.08 -0.77 -0.94  0.22
H 1.78 -1.22 0.99  0.41

---

No. 6
C4H7NO | ωB97M-V/def2-TZVPD

Spin multiplicity = 1
Kohn-Sham gap = 10.88 eV
Energy above the lowest of the compared OMol25 structures with the same formula, charge and spin = 1.073 eV
Charge = 0
SMILES string = [H]/N=C1/CCCO1

Last column: natural (NBO) charge in e.
Atoms and positions in Å:
H 2.92 0.75 0.06  0.35
N 2.41 -0.12 0.18  -0.68
C 1.17 0.07 0.22  0.57
C 0.10 -0.92 0.57  -0.48
C -1.04 -0.55 -0.37  -0.43
C -0.84 0.98 -0.42  -0.07
O 0.50 1.26 0.08  -0.52
H 0.35 -1.97 0.69  0.24
H -0.17 -0.53 1.56  0.22
H -2.01 -0.85 0.04  0.22
H -0.94 -1.00 -1.36  0.21
H -1.60 1.50 0.18  0.19
H -0.86 1.38 -1.43  0.19

---

No. 7
C27H44BrF3NO9P2S | ωB97M-V/def2-TZVPD

Spin multiplicity = 1
Kohn-Sham gap = 7.66 eV
Energy above the lowest of the compared OMol25 structures with the same formula, charge and spin = 13.585 eV
Charge = +1

Last column: Löwdin charge in e.
Atoms and positions in Å:
C -3.55 -2.52 1.05  0.17
C -2.57 -1.90 0.22  -0.08
C -1.31 -1.16 -0.62  -0.30
F -1.45 -1.90 -1.94  -0.06
C 0.02 -1.83 0.01  -0.19
C 1.30 -2.01 -1.03  -0.10
O 2.47 -2.73 -0.54  -0.20
O 3.54 -2.13 -0.99  -0.07
C -0.22 -3.39 0.57  -0.05
C -0.69 -4.50 -0.54  -0.16
O -1.86 -5.15 -0.31  0.00
F 0.04 -4.88 -1.77  0.00
C 0.54 -0.89 1.29  -0.27
C 1.21 -1.73 2.49  -0.12
C -0.45 0.37 1.62  -0.48
Br 0.80 1.37 2.92  0.89
C -1.68 0.20 2.65  -0.25
C -1.52 -0.74 3.96  -0.10
C -2.58 -0.14 5.10  -0.25
O -3.86 0.15 4.85  -0.02
O -2.04 0.12 6.47  -0.01
C -0.82 1.25 0.22  -0.30
C -1.75 2.53 0.65  -0.16
C -1.13 3.65 1.66  -0.21
O -1.84 4.93 1.43  -0.12
C -1.53 5.90 2.49  -0.24
O -0.27 6.14 2.90  -0.01
C -2.84 6.75 3.09  -0.11
C -4.29 6.11 2.55  -0.14
C 0.55 1.98 -0.39  -0.08
C 0.45 3.30 -1.31  -0.18
O 1.09 3.23 -2.52  -0.02
F -0.12 4.63 -1.07  0.03
N -1.49 0.31 -0.83  -0.40
P -3.31 0.42 -0.80  0.46
S -4.10 2.02 -1.67  0.27
P -1.25 0.89 -2.54  0.98
C 0.39 0.21 -3.33  -0.23
C -2.41 0.15 -3.84  -0.46
C -2.28 1.13 -5.20  -0.14
H -4.13 -3.34 1.68  0.12
H 1.76 -0.93 -1.27  0.12
H 1.01 -2.52 -2.06  0.14
H 4.29 -2.29 -0.34  0.16
H 0.80 -3.91 0.93  0.15
H -0.84 -3.42 1.59  0.14
H 1.49 -0.34 0.80  0.13
H 0.48 -2.45 3.09  0.10
H 1.85 -1.19 3.29  0.07
H 2.01 -2.48 1.99  0.11
H -1.87 1.29 3.12  0.10
H -2.73 -0.07 2.21  0.09
H -0.48 -0.75 4.48  0.10
H -1.92 -1.85 3.74  0.14
H -2.46 0.96 6.85  0.14
H -2.78 2.26 1.19  0.12
H -2.07 3.21 -0.27  0.10
H 0.01 3.87 1.57  0.11
H -1.33 3.39 2.81  0.13
H -2.82 7.85 2.68  0.13
H -2.86 6.66 4.26  0.13
H -4.28 5.91 1.39  0.08
H -5.15 6.91 2.73  0.09
H -4.60 5.15 3.16  0.08
H 1.27 2.41 0.46  0.12
H 1.18 1.09 -0.81  0.11
H -3.88 0.51 0.51  0.02
H -3.93 -0.61 -1.65  0.06
H 0.39 -0.96 -3.44  0.06
H 1.36 0.67 -2.90  0.05
H 0.34 0.61 -4.46  0.09
H -3.54 0.08 -3.65  0.04
H -2.06 -0.92 -4.23  0.10
H -2.05 0.47 -6.17  0.11
H -3.28 1.74 -5.29  0.09
H -1.41 1.90 -5.02  0.07
C 5.66 -3.83 -2.73  -0.06
C 7.09 -3.59 -2.27  -0.50
C 8.06 -4.53 -2.97  -0.06
O 7.17 -3.79 -0.86  -0.06
H 5.33 -4.85 -2.50  0.09
H 4.97 -3.15 -2.21  0.05
H 5.56 -3.67 -3.81  0.09
H 7.37 -2.55 -2.48  0.14
H 7.82 -5.58 -2.75  0.08
H 9.08 -4.36 -2.62  0.08
H 8.03 -4.40 -4.06  0.08
H 6.92 -4.71 -0.67  0.09

---

No. 8
C2H3FS | ωB97M-V/def2-TZVPD

Spin multiplicity = 1
Kohn-Sham gap = 9.97 eV
Energy above the lowest of the compared OMol25 structures with the same formula, charge and spin = 1.501 eV
Charge = 0

Last column: natural (NBO) charge in e.
Atoms and positions in Å:
C -0.41 -0.46 0.50  -0.54
C 0.30 0.41 -0.44  0.09
F 0.96 1.49 0.11  -0.36
S 1.20 -1.13 -0.12  0.11
H -0.44 -0.24 1.62  0.25
H -1.32 -0.92 0.02  0.24
H -0.28 0.85 -1.69  0.20

---

no.,lowest unoccupied orbital energy (eV),maximum force (Eh/bohr)
1,0.2,0.0978
2,-2.6,0.0949
3,-3.7,0.1291
4,0.9,0.0215
5,0.3,0.0394
6,0.9,0.0120
7,-4.3,0.2002
8,0.6,0.0954